C10H15NS in the gas phase. Source: the Open Molecules 2025 dataset; level of theory: ωB97M-V/def2-TZVPD.

- orbital gap (eV) = 5.857
- LUMO level (eV) = 0.20
- charge = 0
- ΔE to the lowest compared entry with this formula, charge and spin (kcal/mol) = 168.4

XYZ file:
```
27
Properties=species:S:1:pos:R:3:forces:R:3
C -0.2857 0.2364 -0.7619 4.2744 -2.2484 0.5160
C 0.8911 -0.8558 1.4183 0.6595 -0.8564 -3.0392
C -1.0108 0.7765 0.1331 -3.6807 1.1051 0.5693
C 0.0147 -0.2380 2.1357 -0.3041 -0.3035 1.5783
C -0.8245 0.8986 1.6061 1.5665 -0.8910 -0.8898
C 0.9211 -1.6280 -1.7344 3.7238 3.5568 1.0630
C 2.1973 -1.9098 -0.9428 -0.2925 0.7144 1.3229
C -2.3998 1.2475 -0.3458 -0.9592 -0.4304 2.5064
C -0.0924 -0.5012 3.6000 -0.9954 3.9743 1.6970
C 1.3018 0.6865 -2.5424 -2.7620 0.8965 1.9500
N 0.5776 -0.2198 -1.6183 -2.2404 0.9960 0.2171
S 1.9738 -2.0719 1.0279 -0.7235 0.7478 -0.7626
H -0.1757 1.7095 1.7691 0.9108 1.6157 0.0914
H -1.6874 1.1856 2.1510 -1.3043 -0.3182 0.3101
H 1.0351 -1.7797 -2.7495 0.6608 -0.5466 -2.2937
H 0.1962 -2.2321 -1.4510 -3.5827 -2.5637 1.8241
H 2.3887 -2.8796 -1.3172 1.2100 -1.2119 0.1762
H 3.0575 -1.1986 -0.9800 -0.8926 -0.5961 -0.7325
H -2.7862 2.0673 0.3345 0.9065 -0.0967 -1.4356
H -3.2329 0.5117 -0.0852 1.3596 0.2324 -0.8644
H -2.2560 1.4273 -1.3824 -1.0313 0.6586 -0.8717
H -1.0873 -0.7416 3.9480 -0.2595 -1.2236 -0.0800
H -0.0212 0.4829 4.3082 0.4573 -1.5593 -1.7171
H 0.7358 -1.0929 3.8360 0.6046 -1.3488 1.0048
H 0.6418 1.6371 -2.3769 2.1100 -1.1970 -0.9620
H 2.3304 0.7039 -2.2087 0.2818 0.5007 -0.2518
H 1.1511 0.2106 -3.4896 0.3028 0.3937 -0.9260
```
Positions in Å, forces in eV/Å.